Entry P
Formula: C4H12
Source: the OMol25 dataset
Level of theory: the ωB97M-V functional and the def2-TZVPD basis

Structure (ORCA input):
```
! RIJCOSX wB97M-V def2-TZVPD def2/J DEFGRID3
* xyz 1 2
C 0.968 0.751 0.298
C 1.596 2.018 0.629
H 0.058 0.844 -0.273
H 1.628 -0.010 -0.203
H 0.757 0.186 1.259
H 2.385 1.963 1.367
H 0.871 2.817 0.813
H 2.098 2.475 -0.284
C -0.928 -1.407 -1.096
C -1.667 -1.315 0.221
H -1.359 -2.122 -1.824
H -0.995 -0.478 -1.682
H 0.085 -1.786 -0.938
H -1.573 -0.325 0.682
H -1.213 -2.006 0.925
H -2.713 -1.605 0.105
*
```

Computed properties:
Expectation value of S² ... 0.753
Kohn-Sham gap (alpha / beta) ... 13.342 / 4.186 eV

Entry Q
Formula: C4H12
Source: the OMol25 dataset
Level of theory: the ωB97M-V functional and the def2-TZVPD basis

Structure (ORCA input):
```
! RIJCOSX wB97M-V def2-TZVPD def2/J DEFGRID3
* xyz 1 2
C -0.243 1.359 -1.498
C 0.427 0.088 -2.014
H -0.746 1.814 -2.377
H -1.078 0.973 -0.862
H 0.560 2.041 -1.232
H -0.147 -0.568 -2.666
H 0.740 -0.492 -1.110
H 1.356 0.357 -2.509
C 0.318 -1.267 1.705
C -0.527 -0.062 1.899
H 0.970 -1.552 2.551
H -0.212 -2.211 1.545
H 1.055 -1.163 0.893
H -0.928 0.251 0.853
H -0.101 0.800 2.399
H -1.446 -0.367 2.424
*
```

Computed properties:
Expectation value of S² ... 0.754
Kohn-Sham gap (alpha / beta) ... 14.186 / 4.887 eV

Entry R
Formula: C4H12
Source: the OMol25 dataset
Level of theory: the ωB97M-V functional and the def2-TZVPD basis

Structure (ORCA input):
```
! RIJCOSX wB97M-V def2-TZVPD def2/J DEFGRID3
* xyz 1 2
C -1.545 1.459 0.823
C -1.272 1.727 -0.698
H -1.172 2.423 1.267
H -2.619 1.635 1.006
H -1.261 0.558 1.350
H -2.354 1.496 -0.916
H -0.604 0.952 -1.070
H -1.022 2.684 -1.152
C 1.319 -0.932 -0.342
C 1.730 -2.325 0.141
H 2.137 -0.306 -0.677
H 0.484 -0.926 -1.057
H 0.779 -0.455 0.502
H 1.627 -3.077 -0.642
H 2.735 -2.289 0.535
H 1.039 -2.625 0.930
*
```

Computed properties:
Expectation value of S² ... 0.753
Kohn-Sham gap (alpha / beta) ... 11.268 / 3.771 eV

Most stable: entry P. Least stable: entry R.

Entry P
Formula: C4H12
Source: the OMol25 dataset
Level of theory: the ωB97M-V functional and the def2-TZVPD basis

Structure (ORCA input):
```
! RIJCOSX wB97M-V def2-TZVPD def2/J DEFGRID3
* xyz 1 2
C 1.464 1.314 0.133
C 2.416 0.240 -0.058
H 1.978 2.322 0.291
H 0.792 1.793 -0.640
H 0.782 1.118 0.947
H 2.753 0.003 -1.084
H 2.102 -0.662 0.470
H 3.431 0.415 0.418
C -1.346 -0.906 0.360
C -2.597 -0.724 -0.452
H -0.729 -1.597 -0.233
H -0.736 -0.002 0.512
H -1.554 -1.273 1.372
H -3.307 -0.034 0.003
H -2.331 -0.335 -1.435
H -3.120 -1.671 -0.605
*
```

Computed properties:
Expectation value of S² ... 0.753
Kohn-Sham gap (alpha / beta) ... 12.162 / 3.788 eV

Entry Q
Formula: C4H12
Source: the OMol25 dataset
Level of theory: the ωB97M-V functional and the def2-TZVPD basis

Structure (ORCA input):
```
! RIJCOSX wB97M-V def2-TZVPD def2/J DEFGRID3
* xyz 1 2
C -0.628 2.381 -0.114
C -1.069 1.966 1.363
H -0.990 3.479 -0.226
H 0.470 2.510 -0.259
H -0.779 1.716 -0.962
H -0.744 0.920 1.715
H -2.199 1.925 1.438
H -0.621 2.543 2.153
C 1.071 -2.619 -0.117
C 0.565 -1.706 -1.164
H 0.347 -3.056 0.583
H 1.665 -3.575 -0.523
H 1.892 -2.254 0.539
H 1.438 -1.141 -1.621
H -0.132 -0.981 -0.822
H 0.024 -2.216 -1.825
*
```

Computed properties:
Expectation value of S² ... 0.753
Kohn-Sham gap (alpha / beta) ... 10.645 / 1.971 eV

Most stable: entry P. Least stable: entry Q.

Entry P
Formula: C11H14N2
Source: the OMol25 dataset
Level of theory: the ωB97M-V functional and the def2-TZVPD basis

Structure (ORCA input):
```
! RIJCOSX wB97M-V def2-TZVPD def2/J DEFGRID3
* xyz -1 2
C -3.897 1.049 1.061
C -2.454 2.188 -1.958
C -3.301 1.965 0.035
C -2.769 3.214 -0.041
N -3.048 1.326 -1.184
N -2.293 3.372 -1.319
H -2.076 1.991 -2.947
H -1.891 4.244 -1.614
H -2.755 4.036 0.655
H -3.108 0.515 1.591
H -4.327 0.213 0.506
H -4.690 1.543 1.616
C 2.328 -1.557 -1.916
C 2.625 -2.173 2.347
C 3.239 -1.027 1.758
C 2.049 -3.099 1.501
C 3.239 -0.882 0.374
C 2.298 -3.076 0.116
C 2.630 -1.802 -0.468
H 2.373 -2.220 3.404
H 3.891 -0.403 2.363
H 1.404 -3.878 1.845
H 3.793 -0.079 -0.116
H 1.962 -3.907 -0.494
H 1.699 -2.334 -2.351
H 3.248 -1.537 -2.521
H 1.783 -0.626 -2.071
*
```

Computed properties:
Expectation value of S² ... 0.750
Kohn-Sham gap (alpha / beta) ... 2.028 / 8.382 eV

Entry Q
Formula: C11H14N2
Source: the OMol25 dataset
Level of theory: the ωB97M-V functional and the def2-TZVPD basis

Structure (ORCA input):
```
! RIJCOSX wB97M-V def2-TZVPD def2/J DEFGRID3
* xyz -1 2
C -4.310 1.145 0.708
C -2.600 2.135 -2.239
C -3.426 1.849 -0.278
C -2.792 3.046 -0.261
N -3.321 1.305 -1.546
N -2.258 3.213 -1.510
H -2.428 2.010 -3.297
H -1.613 3.957 -1.715
H -2.782 3.783 0.524
H -3.886 0.262 1.156
H -5.235 0.917 0.179
H -4.621 1.852 1.486
C 2.754 -1.123 -1.652
C 2.675 -2.342 2.450
C 3.075 -1.046 2.096
C 1.946 -3.070 1.479
C 2.869 -0.573 0.817
C 1.940 -2.683 0.148
C 2.393 -1.422 -0.236
H 2.872 -2.633 3.481
H 3.630 -0.413 2.782
H 1.777 -4.109 1.687
H 3.052 0.478 0.613
H 1.807 -3.398 -0.649
H 2.725 -0.054 -1.921
H 2.032 -1.551 -2.355
H 3.724 -1.534 -1.949
*
```

Computed properties:
Expectation value of S² ... 0.750
Kohn-Sham gap (alpha / beta) ... 2.083 / 8.498 eV

Most stable: entry Q. Least stable: entry P.

Entry P
Formula: C5H11NOS
Source: the OMol25 dataset
Level of theory: the ωB97M-V functional and the def2-TZVPD basis

Structure (ORCA input):
```
! RIJCOSX wB97M-V def2-TZVPD def2/J DEFGRID3
* xyz 0 1
C -2.807 1.312 0.163
C -2.376 0.512 -0.787
C 3.017 -0.138 -0.080
C 1.596 -0.761 0.111
C 0.471 0.129 -0.335
N -1.204 -0.703 1.521
O -1.121 -1.758 -0.814
S -1.115 -0.582 -0.046
H -3.707 1.916 0.126
H -2.164 1.609 1.054
H -2.848 0.179 -1.742
H 3.354 -0.302 -1.040
H 3.003 1.061 0.000
H 3.655 -0.454 0.597
H 1.332 -0.862 1.225
H 1.736 -1.781 -0.457
H 0.653 1.207 0.066
H 0.620 0.190 -1.504
H -2.096 -0.774 1.941
*
```

Computed properties:
SMILES string ... C=C[S@@](=N)(=O)CCC
Kohn-Sham gap ... 9.909 eV

Entry Q
Formula: C5H11NOS
Source: the OMol25 dataset
Level of theory: the ωB97M-V functional and the def2-TZVPD basis

Structure (ORCA input):
```
! RIJCOSX wB97M-V def2-TZVPD def2/J DEFGRID3
* xyz 0 1
O 1.460 -2.075 0.693
C 1.652 -0.906 0.447
N 0.660 -0.140 -0.087
C -0.745 -0.423 -0.419
C -1.694 -0.108 0.776
S -3.458 0.165 0.388
C -1.056 0.549 -1.569
C 2.909 -0.177 0.836
H 0.829 0.847 -0.220
H -0.779 -1.474 -0.713
H -1.654 -0.858 1.560
H -1.196 0.804 1.121
H -3.345 1.477 0.078
H -0.229 0.588 -2.278
H -1.112 1.567 -1.156
H -1.944 0.365 -2.172
H 3.525 -0.150 -0.071
H 3.389 -0.865 1.532
H 2.790 0.816 1.253
*
```

Computed properties:
SMILES string ... CC(=O)N[C@H](C)CS
Kohn-Sham gap ... 9.821 eV

Entry R
Formula: C5H11NOS
Source: the OMol25 dataset
Level of theory: the ωB97M-V functional and the def2-TZVPD basis

Structure (ORCA input):
```
! RIJCOSX wB97M-V def2-TZVPD def2/J DEFGRID3
* xyz 0 1
O -0.887 1.982 0.967
C -0.698 1.272 0.002
N -1.074 -0.056 0.038
C -0.553 -1.114 -0.772
C 0.839 -1.604 -0.306
S 0.556 -2.564 1.226
C -0.043 1.766 -1.286
C 0.774 3.020 -1.050
H -1.538 -0.350 0.898
H -0.452 -0.877 -1.832
H -1.256 -1.951 -0.730
H 1.459 -0.754 -0.025
H 1.338 -2.173 -1.087
H 1.643 -2.234 1.947
H 0.589 1.048 -1.796
H -0.970 2.012 -1.822
H 0.914 3.324 -0.015
H 1.728 3.026 -1.579
H 0.265 3.886 -1.490
*
```

Computed properties:
SMILES string ... CCC(=O)NCCS
Kohn-Sham gap ... 10.141 eV

Entry S
Formula: C5H11NOS
Source: the OMol25 dataset
Level of theory: the ωB97M-V functional and the def2-TZVPD basis

Structure (ORCA input):
```
! RIJCOSX wB97M-V def2-TZVPD def2/J DEFGRID3
* xyz 0 1
C -1.852 -1.376 -0.023
C -0.127 0.124 -0.634
C -0.004 1.700 -0.664
C 1.067 -0.741 -0.388
C 1.695 -0.840 0.989
H -1.133 -2.214 -0.154
H -2.490 -1.586 0.814
H -2.495 -1.330 -0.959
H -0.411 -0.070 -1.647
H -0.848 2.049 -1.283
H 0.885 1.948 -1.257
H 0.824 2.143 1.227
H -0.806 1.891 1.144
H 0.981 -1.693 -0.913
H 1.286 -0.223 1.785
H 1.886 -1.868 1.276
N -0.034 2.352 0.680
O -1.209 -0.163 0.265
S 2.783 -0.101 -0.258
*
```

Computed properties:
SMILES string ... CO[C@@H](CN)[C@@H]1CS1
Kohn-Sham gap ... 9.822 eV

Most stable: entry Q. Least stable: entry P.

Entry P
Formula: C5H11NOS
Source: the OMol25 dataset
Level of theory: the ωB97M-V functional and the def2-TZVPD basis

Structure (ORCA input):
```
! RIJCOSX wB97M-V def2-TZVPD def2/J DEFGRID3
* xyz 0 1
C -1.646 0.498 1.149
C -1.473 -0.146 -0.191
C 0.649 -0.938 -0.859
C 1.788 -0.765 0.113
C -0.211 0.349 -1.060
H -2.266 1.415 1.014
H -0.719 0.830 1.735
H -2.287 -0.257 1.750
H -2.410 -0.195 -0.754
H 1.078 -1.383 -1.760
H 2.639 -0.122 -0.413
H 2.106 -1.821 0.324
H 0.798 -0.873 1.764
H -0.628 0.384 -2.107
H 1.011 1.419 0.183
H 0.639 2.103 -1.469
N 0.287 1.571 -0.614
O 1.456 -0.239 1.352
S -0.810 -1.830 -0.158
*
```

Computed properties:
Kohn-Sham gap ... 9.583 eV

Entry Q
Formula: C5H11NOS
Source: the OMol25 dataset
Level of theory: the ωB97M-V functional and the def2-TZVPD basis

Structure (ORCA input):
```
! RIJCOSX wB97M-V def2-TZVPD def2/J DEFGRID3
* xyz 0 1
C 3.274 -0.629 -0.108
C 2.159 -0.422 0.529
C -0.451 -0.787 -0.946
C -1.673 1.069 0.439
C -0.465 0.063 0.297
N -3.003 0.436 0.241
O 1.622 1.819 -0.764
S 1.120 1.174 0.466
H 3.788 -1.604 -0.053
H 3.605 0.107 -0.894
H 1.671 -0.957 1.339
H 0.536 -1.226 -0.947
H -1.266 -1.572 -0.790
H -0.707 -0.287 -1.853
H -1.661 1.896 -0.282
H -1.688 1.715 1.492
H -2.945 -0.263 -0.444
H -0.507 -0.531 1.251
H -3.407 -0.001 1.027
*
```

Computed properties:
Kohn-Sham gap ... 9.740 eV

Entry R
Formula: C5H11NOS
Source: the OMol25 dataset
Level of theory: the ωB97M-V functional and the def2-TZVPD basis

Structure (ORCA input):
```
! RIJCOSX wB97M-V def2-TZVPD def2/J DEFGRID3
* xyz 0 1
C 0.359 1.228 1.463
C 0.210 1.972 0.186
C 0.093 0.490 0.130
C 1.468 -1.856 0.275
C -1.875 -0.135 -0.368
N -1.958 -0.744 -1.566
O 2.546 0.427 -0.654
S 1.313 -0.351 -0.864
H 1.281 1.035 1.932
H -0.566 1.184 2.094
H -0.734 2.448 0.036
H 1.081 2.615 -0.066
H 0.868 -2.640 -0.131
H 1.115 -1.552 1.176
H 2.515 -2.111 0.374
H -2.031 -0.866 0.456
H -2.379 0.829 -0.365
H -1.589 -1.672 -1.673
H -1.715 -0.301 -2.432
*
```

Computed properties:
Kohn-Sham gap ... 8.853 eV

Most stable: entry P. Least stable: entry R.

Entry P
Formula: C2H8N2O3
Source: the OMol25 dataset
Level of theory: the ωB97M-V functional and the def2-TZVPD basis

Structure (ORCA input):
```
! RIJCOSX wB97M-V def2-TZVPD def2/J DEFGRID3
* xyz 0 1
C 1.653 0.686 -0.007
O 1.254 0.553 1.295
O 1.539 -0.761 -0.398
O 2.943 1.094 -0.172
H 3.524 0.415 0.197
H 1.447 -0.519 1.245
H 0.616 -0.931 -0.684
H 0.986 1.337 -0.584
C -1.863 0.354 0.153
N -1.292 -0.733 -0.607
N -1.943 -1.716 -0.912
H -2.920 -1.714 -0.537
H -1.856 1.243 -0.481
H -2.887 0.144 0.491
H -1.200 0.548 0.999
*
```

Computed properties:
SMILES string ... [H]/N=N\C.OC(O)O
Kohn-Sham gap ... 10.458 eV

Entry Q
Formula: C2H8N2O3
Source: the OMol25 dataset
Level of theory: the ωB97M-V functional and the def2-TZVPD basis

Structure (ORCA input):
```
! RIJCOSX wB97M-V def2-TZVPD def2/J DEFGRID3
* xyz 0 1
C 0.743 1.225 -0.863
O -0.558 1.591 -0.412
O 1.718 1.618 0.091
H 1.887 0.829 0.630
H -0.479 1.805 0.534
H 0.957 1.824 -1.757
H 0.861 -0.062 -1.071
C -0.290 -1.301 0.116
N -0.145 -0.902 1.397
N -1.539 -1.191 -0.386
O 0.710 -1.607 -0.606
H -1.574 -1.330 -1.387
H -0.957 -0.934 1.997
H 0.716 -1.209 1.829
H -2.048 -0.358 -0.112
*
```

Computed properties:
SMILES string ... NC(N)=O.OCO
Kohn-Sham gap ... 9.489 eV

Most stable: entry Q. Least stable: entry P.